[1]
The following is a DFT calculation (the ωB97M-V functional and the def2-TZVPD basis) of C31H27CdN4O4SSb as an isolated structure.

Cartesian coordinates (Å):
Cd -0.34 -0.58 -0.09
C 0.05 0.42 -4.09
C 0.17 -1.05 -3.79
C 0.44 -1.99 -4.76
C 0.56 -3.33 -4.40
C 0.43 -3.69 -3.07
C 0.17 -2.67 -2.17
N 0.02 -1.40 -2.50
Sb -2.64 -3.14 1.48
C -0.86 -2.35 2.38
C -0.23 -3.17 3.34
C 0.82 -2.68 4.07
C 1.22 -1.35 3.90
C 0.57 -0.59 2.96
C 0.86 0.88 2.82
N -0.41 -1.09 2.18
C -3.27 -1.43 0.35
C -4.65 -1.42 0.07
C -5.25 -0.31 -0.48
C -4.48 0.83 -0.73
C -3.13 0.77 -0.49
C -2.23 1.93 -0.77
N -2.53 -0.35 -0.01
H 0.28 0.63 -5.13
H 0.73 0.98 -3.46
H -0.96 0.77 -3.88
H 0.55 -1.68 -5.79
H 0.76 -4.08 -5.14
H 0.53 -4.71 -2.72
H -0.60 -4.18 3.50
H 1.33 -3.31 4.79
H 2.02 -0.93 4.49
H 0.29 1.44 3.56
H 0.57 1.25 1.83
H 1.92 1.09 2.97
H -5.24 -2.29 0.32
H -6.32 -0.31 -0.68
H -4.93 1.74 -1.10
H -2.80 2.82 -1.03
H -1.56 1.70 -1.61
H -1.61 2.15 0.10
O 1.35 -4.61 0.03
C 1.20 -3.27 -0.18
O 0.00 -2.92 -0.83
C 2.07 -2.32 0.21
C 3.26 -2.67 0.96
C 4.16 -1.72 1.29
C 3.94 -0.36 0.88
C 2.79 -0.07 0.22
N 1.82 -0.97 -0.10
C 2.63 1.34 -0.22
O 3.48 2.17 -0.21
O 1.35 1.61 -0.70
H 0.56 -4.92 0.49
H 3.39 -3.70 1.26
H 5.04 -1.97 1.87
H 4.67 0.42 1.05
S 1.17 3.06 -1.53
C 0.42 4.06 -0.30
C -0.58 4.93 -0.73
C -1.16 5.81 0.18
C -0.79 5.78 1.51
C 0.19 4.89 1.94
C 0.81 4.04 1.04
H -0.89 4.93 -1.77
H -1.93 6.50 -0.16
H -1.26 6.45 2.22
H 0.49 4.87 2.98
H 1.59 3.37 1.36

Computed properties:
LUMO level (hartree): 0.01075
F_max (eV/Å): 0.46
Energy above the lowest of the compared OMol25 structures with the same formula, charge and spin (kJ/mol): 302.92
Gap between HOMO and LUMO (eV): 5.92
Spin multiplicity: 1



[2]
The following is a DFT calculation (the ωB97M-V functional and the def2-TZVPD basis) of C31H27Cl2CuNO3P as an isolated structure.

Cartesian coordinates (Å):
Cu -0.04 -0.97 0.35
C 2.87 -4.52 -1.14
C 2.17 -3.16 -1.17
C 2.44 -2.41 -2.47
C 2.58 -2.36 0.07
C 4.08 -2.01 0.12
O 4.10 -0.57 0.22
C 2.85 -0.12 0.18
N 1.94 -1.02 0.13
C 2.76 1.36 0.18
C 3.97 2.05 0.22
C 4.01 3.43 0.18
C 2.83 4.16 0.11
C 1.62 3.48 0.07
C 1.56 2.09 0.11
P -0.10 1.34 0.11
C -0.89 2.03 -1.36
C -2.27 2.22 -1.39
C -2.88 2.68 -2.55
C -2.11 2.93 -3.68
C -0.74 2.73 -3.66
C -0.13 2.27 -2.50
C -0.90 2.04 1.58
C -0.86 1.28 2.75
C -1.39 1.79 3.93
C -1.97 3.05 3.94
C -2.02 3.80 2.77
C -1.48 3.31 1.60
H 2.49 -5.15 -1.94
H 2.69 -5.03 -0.20
H 3.94 -4.42 -1.28
H 1.10 -3.33 -1.09
H 3.50 -2.27 -2.66
H 1.96 -1.42 -2.47
H 2.03 -2.97 -3.31
H 2.27 -2.91 0.96
H 4.61 -2.28 -0.79
H 4.60 -2.42 0.98
H 4.90 1.50 0.27
H 4.96 3.95 0.21
H 2.84 5.24 0.07
H 0.70 4.04 0.00
H -2.86 2.01 -0.51
H -3.95 2.82 -2.57
H -2.59 3.29 -4.58
H -0.15 2.92 -4.54
H 0.95 2.12 -2.49
H -0.42 0.29 2.74
H -1.36 1.20 4.83
H -2.39 3.44 4.85
H -2.47 4.78 2.78
H -1.53 3.90 0.69
Cl -6.09 -4.94 0.96
C -4.84 -3.75 0.84
C -5.19 -2.41 0.63
C -4.23 -1.44 0.51
Cl -4.72 0.20 0.30
C -2.84 -1.75 0.55
O -1.97 -0.82 0.35
C -2.52 -3.10 0.84
C -1.19 -3.50 1.12
O -0.16 -2.81 1.07
C -3.53 -4.09 0.97
H -6.23 -2.13 0.58
H -1.06 -4.55 1.43
H -3.24 -5.11 1.17

Computed properties:
LUMO level (spin up / spin down) (hartree): -0.11142 / -0.13837
F_max (eV/Å): 0.49
Gap between HOMO and LUMO (spin up / spin down) (eV): 7.75 / 6.99
Expectation value of S²: 0.754
Net charge: +1
Spin multiplicity: 2



[3]
The following is a DFT calculation (the ωB97M-V functional and the def2-TZVPD basis) of C31H27N2PdS2Sb as an isolated structure.

Cartesian coordinates (Å):
Pd 0.38 -0.79 1.34
C 2.62 -1.50 4.13
C 1.22 -1.15 3.72
C 0.88 0.21 3.42
C -0.43 0.59 3.10
C -0.84 2.03 3.00
C -1.36 -0.44 2.88
C -1.06 -1.80 3.17
C -2.09 -2.87 2.99
C 0.24 -2.12 3.61
H 3.21 -1.76 3.26
H 2.62 -2.36 4.80
H 3.11 -0.66 4.63
H 1.64 0.98 3.56
H -1.32 2.24 2.05
H 0.01 2.70 3.12
H -1.56 2.25 3.79
H -2.38 -0.18 2.60
H -1.98 -3.36 2.02
H -3.10 -2.46 3.06
H -1.97 -3.64 3.75
H 0.48 -3.15 3.84
S -0.09 -2.40 -0.22
C 1.60 -2.39 -0.68
S 2.38 -1.19 0.32
C 2.15 -3.11 -1.68
C 1.33 -4.02 -2.42
N 0.66 -4.75 -3.01
C 3.53 -2.93 -2.01
N 4.63 -2.72 -2.28
C -4.89 0.39 -1.86
C -4.03 1.18 -2.60
C -2.67 1.18 -2.32
C -2.20 0.39 -1.28
C -3.06 -0.41 -0.54
C -4.41 -0.41 -0.84
Sb -0.14 0.45 -0.93
C 0.43 2.33 -0.21
C -0.51 3.36 -0.28
C -0.14 4.63 0.14
C 1.14 4.86 0.63
C 2.07 3.82 0.70
C 1.71 2.55 0.28
C 0.86 -0.08 -2.66
C 2.13 0.43 -2.93
C 2.77 0.05 -4.09
C 2.15 -0.83 -4.98
C 0.88 -1.32 -4.71
C 0.23 -0.96 -3.54
H -5.95 0.38 -2.10
H -4.40 1.80 -3.41
H -2.00 1.80 -2.91
H -2.68 -1.05 0.26
H -5.09 -1.04 -0.27
H -1.51 3.18 -0.66
H -0.85 5.44 0.08
H 1.42 5.85 0.95
H 3.07 4.01 1.07
H 2.44 1.75 0.33
H 2.61 1.11 -2.24
H 3.76 0.43 -4.31
H 2.67 -1.13 -5.88
H 0.41 -2.01 -5.40
H -0.76 -1.36 -3.33

Computed properties:
LUMO level (hartree): -0.30382
F_max (eV/Å): 0.59
Energy above the lowest of the compared OMol25 structures with the same formula, charge and spin (kJ/mol): 0.00
Gap between HOMO and LUMO (eV): 6.37
Net charge: +2
Spin multiplicity: 1



[4]
The following is a DFT calculation (the ωB97M-V functional and the def2-TZVPD basis) of C31H27N5O2S3Yb as an isolated structure.

Cartesian coordinates (Å):
Yb -1.68 -13.47 -8.73
C -0.04 -16.53 -10.21
C -0.03 -16.48 -8.73
N -0.63 -15.56 -8.05
C -0.50 -15.72 -6.69
C 0.21 -16.84 -6.36
S 0.75 -17.64 -7.76
C -1.41 -14.99 -5.82
C -1.76 -15.26 -4.52
S -3.09 -14.28 -4.08
C -3.09 -13.52 -5.62
N -2.16 -14.00 -6.41
C -4.12 -12.54 -6.01
H -0.91 -15.95 -10.54
H -0.10 -17.59 -10.51
H 0.90 -16.11 -10.59
H 0.49 -17.14 -5.36
H -1.33 -16.01 -3.88
H -4.98 -12.71 -5.37
H -4.43 -12.76 -7.05
H -3.76 -11.51 -5.90
C -9.06 -16.89 -12.37
C -7.79 -16.40 -11.73
C -7.83 -15.60 -10.60
C -6.69 -15.12 -9.97
C -5.46 -15.41 -10.56
C -5.37 -16.22 -11.69
C -6.52 -16.67 -12.28
S -4.07 -14.94 -9.69
O -2.96 -15.81 -10.07
O -4.37 -14.92 -8.28
N -3.66 -13.43 -10.02
C -2.93 -13.14 -11.20
C -3.51 -12.83 -12.40
C -2.68 -12.61 -13.45
C -1.29 -12.56 -13.26
C -0.81 -12.83 -12.00
N -1.62 -13.15 -10.99
H -9.91 -16.40 -11.88
H -9.16 -17.96 -12.27
H -9.04 -16.61 -13.42
H -8.81 -15.36 -10.20
H -6.75 -14.48 -9.10
H -4.42 -16.45 -12.09
H -6.46 -17.27 -13.19
H -4.59 -12.69 -12.47
H -3.04 -12.36 -14.45
H -0.61 -12.35 -14.06
H 0.27 -12.80 -11.82
C 3.00 -12.84 -9.25
C 3.20 -11.53 -8.83
C 2.13 -10.81 -8.38
C 0.87 -11.37 -8.33
N 0.64 -12.63 -8.71
C 1.70 -13.36 -9.13
C -0.32 -10.64 -7.86
C -0.14 -9.36 -7.31
C -1.22 -8.59 -6.94
C -2.50 -9.04 -7.28
C -2.65 -10.32 -7.81
C -1.60 -11.21 -8.07
H 3.77 -13.46 -9.65
H 4.15 -11.09 -8.90
H 2.31 -9.78 -8.06
H 1.49 -14.39 -9.40
H 0.83 -8.94 -7.14
H -1.04 -7.61 -6.49
H -3.32 -8.39 -7.00
H -3.67 -10.68 -8.00

Computed properties:
LUMO level (spin up / spin down) (hartree): -0.08859 / -0.08874
F_max (eV/Å): 1.92
Energy above the lowest of the compared OMol25 structures with the same formula, charge and spin (kJ/mol): 25.07
Gap between HOMO and LUMO (spin up / spin down) (eV): 8.23 / 8.22
Expectation value of S²: 0.751
Net charge: +1
Spin multiplicity: 2



[5]
The following is a DFT calculation (the ωB97M-V functional and the def2-TZVPD basis) of C31H28AuN2P as an isolated structure.

Cartesian coordinates (Å):
Au -0.53 -0.03 -1.00
C -0.34 1.09 -5.20
C -1.49 0.54 -5.76
C -2.41 -0.10 -4.94
C -2.17 -0.19 -3.59
N -1.03 0.31 -3.06
C -0.15 0.94 -3.85
C -3.14 -0.85 -2.65
C -4.41 -1.22 -3.05
C -5.24 -1.85 -2.13
C -4.76 -2.10 -0.86
C -3.49 -1.68 -0.53
N -2.69 -1.05 -1.40
H 0.39 1.61 -5.80
H -1.67 0.62 -6.83
H -3.30 -0.53 -5.37
H 0.73 1.34 -3.36
H -4.76 -1.03 -4.05
H -6.24 -2.15 -2.42
H -5.37 -2.61 -0.12
H -3.08 -1.86 0.45
C -1.88 -0.93 2.43
C -1.13 0.13 3.18
C -1.51 0.46 4.46
C -0.87 1.47 5.17
C 0.17 2.17 4.60
C 0.58 1.86 3.31
C -0.05 0.83 2.60
P 0.62 0.38 1.01
C 1.83 1.68 0.56
C 1.28 2.73 -0.17
C 2.07 3.76 -0.64
C 3.44 3.74 -0.37
C 3.98 2.71 0.38
C 3.20 1.67 0.88
C 3.86 0.64 1.76
C 1.44 -1.25 1.10
C 1.63 -2.02 2.22
C 2.06 -3.36 2.06
C 2.24 -3.90 0.81
C 2.00 -3.11 -0.33
C 1.64 -1.79 -0.17
C 1.47 -0.90 -1.32
H -2.44 -1.57 3.11
H -1.23 -1.57 1.83
H -2.61 -0.46 1.75
H -2.33 -0.07 4.92
H -1.20 1.71 6.18
H 0.67 2.96 5.15
H 1.39 2.42 2.86
H 0.22 2.75 -0.38
H 1.63 4.58 -1.20
H 4.08 4.54 -0.74
H 5.04 2.72 0.61
H 4.78 1.05 2.18
H 4.13 -0.27 1.21
H 3.23 0.34 2.60
H 1.44 -1.62 3.21
H 2.21 -3.97 2.94
H 2.53 -4.93 0.70
H 2.14 -3.52 -1.32
H 1.41 -1.37 -2.30
H 1.96 0.07 -1.31

Computed properties:
LUMO level (hartree): -0.29016
F_max (eV/Å): 0.91
Energy above the lowest of the compared OMol25 structures with the same formula, charge and spin (kJ/mol): 145.25
Gap between HOMO and LUMO (eV): 6.47
Net charge: +2
Spin multiplicity: 1



[6]
The following is a DFT calculation (the ωB97M-V functional and the def2-TZVPD basis) of C31H28BGeN8Pt as an isolated structure.

Cartesian coordinates (Å):
Pt 0.49 0.24 -0.21
C 2.00 2.25 -3.77
C 1.29 1.22 -3.16
N 1.39 1.33 -1.84
N 2.16 2.39 -1.56
C 2.55 2.96 -2.71
B 2.49 2.85 -0.11
N 1.14 3.09 0.64
C 0.80 4.16 1.37
C -0.48 3.97 1.87
C -0.86 2.72 1.39
N 0.13 2.22 0.65
N 3.22 1.69 0.60
C 4.45 1.54 1.12
C 4.56 0.28 1.66
C 3.32 -0.31 1.42
N 2.54 0.55 0.78
N 3.19 4.18 -0.21
C 4.41 4.68 0.07
C 4.46 5.99 -0.38
C 3.19 6.21 -0.95
N 2.46 5.14 -0.81
H 2.11 2.47 -4.81
H 0.73 0.43 -3.61
H 3.17 3.83 -2.75
H 1.45 5.01 1.50
H -1.05 4.64 2.47
H -1.77 2.18 1.55
H 5.19 2.31 1.10
H 5.41 -0.14 2.15
H 2.97 -1.29 1.68
H 5.17 4.13 0.57
H 5.28 6.67 -0.29
H 2.81 7.10 -1.41
C 0.25 -1.69 0.49
Ge -1.47 -2.52 0.25
C -1.66 -2.32 -1.73
C -1.73 -1.01 -2.20
C -1.87 -0.76 -3.55
C -1.88 -1.82 -4.45
C -1.76 -3.12 -3.99
C -1.64 -3.38 -2.63
C -1.61 -4.32 1.18
C -2.18 -5.42 0.56
C -2.11 -6.65 1.20
C -1.51 -6.75 2.45
C -0.97 -5.64 3.07
C -1.04 -4.40 2.44
C -2.91 -1.41 1.14
C -3.95 -0.91 0.40
C -4.85 -0.03 1.00
C -4.71 0.28 2.35
C -3.67 -0.25 3.09
C -2.76 -1.12 2.49
H 1.09 -2.34 0.25
H -1.73 -0.18 -1.48
H -1.97 0.25 -3.91
H -1.97 -1.63 -5.51
H -1.74 -3.95 -4.68
H -1.52 -4.39 -2.28
H -2.66 -5.34 -0.40
H -2.54 -7.51 0.72
H -1.49 -7.71 2.95
H -0.52 -5.71 4.05
H -0.63 -3.53 2.92
H -4.08 -1.17 -0.64
H -5.66 0.38 0.42
H -5.44 0.92 2.83
H -3.56 -0.02 4.14
H -1.95 -1.54 3.07

Computed properties:
LUMO level (spin up / spin down) (hartree): -0.35999 / -0.36737
F_max (eV/Å): 3.97
Energy above the lowest of the compared OMol25 structures with the same formula, charge and spin (kJ/mol): 330.72
Gap between HOMO and LUMO (spin up / spin down) (eV): 4.12 / 3.92
Expectation value of S²: 0.795
Net charge: +2
Spin multiplicity: 2



[7]
The following is a DFT calculation (the ωB97M-V functional and the def2-TZVPD basis) of C31H28BiI2NP2 as an isolated structure.

Cartesian coordinates (Å):
Bi 0.89 0.24 0.96
C 2.13 -2.57 0.00
P 1.76 -1.18 -1.17
C 3.32 -0.42 -1.67
C 4.16 0.10 -0.67
C 5.36 0.69 -1.01
C 5.75 0.76 -2.35
C 4.91 0.26 -3.34
C 3.70 -0.32 -3.01
C 1.01 -1.99 -2.60
C 1.77 -3.01 -3.20
C 1.22 -3.73 -4.25
C -0.06 -3.44 -4.70
C -0.80 -2.42 -4.12
C -0.26 -1.69 -3.06
C 0.87 -2.82 0.76
C 0.01 -3.88 0.86
C -1.13 -3.44 1.60
C -0.93 -2.12 1.91
C -1.76 -1.11 2.62
P -1.62 0.54 1.79
C -3.13 0.85 0.87
C -3.12 1.10 -0.50
C -4.31 1.30 -1.17
C -5.51 1.25 -0.48
C -5.53 1.00 0.89
C -4.34 0.79 1.57
C -1.45 1.76 3.12
C -0.45 1.55 4.07
C -0.28 2.44 5.11
C -1.11 3.55 5.21
C -2.10 3.77 4.26
C -2.27 2.88 3.21
N 0.31 -1.74 1.43
H 2.96 -2.29 0.65
H 2.42 -3.45 -0.57
H 3.88 0.03 0.38
H 6.01 1.08 -0.24
H 6.70 1.20 -2.61
H 5.21 0.32 -4.38
H 3.05 -0.69 -3.78
H 2.77 -3.23 -2.86
H 1.81 -4.51 -4.71
H -0.48 -4.02 -5.52
H -1.79 -2.20 -4.48
H -0.84 -0.90 -2.60
H 0.15 -4.87 0.45
H -1.99 -4.03 1.84
H -1.45 -0.97 3.66
H -2.81 -1.40 2.62
H -2.17 1.14 -1.03
H -4.30 1.49 -2.24
H -6.44 1.40 -1.01
H -6.47 0.96 1.42
H -4.35 0.60 2.64
H 0.19 0.67 4.01
H 0.49 2.27 5.85
H -0.99 4.24 6.03
H -2.75 4.63 4.34
H -3.04 3.06 2.47
I 0.53 2.63 -1.67
C 1.45 4.33 -0.73
I 2.43 3.82 1.09
H 0.67 5.04 -0.51
H 2.17 4.72 -1.43

Computed properties:
LUMO level (hartree): -0.26198
F_max (eV/Å): 0.81
Energy above the lowest of the compared OMol25 structures with the same formula, charge and spin (kJ/mol): 55.79
Gap between HOMO and LUMO (eV): 6.28
Net charge: +2
Spin multiplicity: 1